# 1
The following is a quantum chemistry calculation of C36H56N3OP2Tc as an isolated structure, from the Open Molecules 2025 dataset.

Its spin multiplicity is 4. For the total energy, the calculation gives -2407.24757 Ha. The HOMO energy (spin up / spin down) is -16.62 / -16.70 eV. Its strongest force on any atom is 7.508 eV/Å. Its HOMO-LUMO gap (spin up / spin down) is 7.04 / 5.59 eV. Its expectation value of S² is 3.814. As for the total charge: +3. For the lowest unoccupied orbital energy (spin up / spin down), the calculation gives -9.6 / -11.1 eV.

Structure (XYZ):
```
99
Properties=species:S:1:pos:R:3:forces:R:3
C -1.9836 1.7076 -2.4642 -0.198 -0.541 -0.355
C -1.4775 -0.6366 -2.2953 -1.286 0.584 -0.830
C -2.9162 1.4119 -3.4778 -0.500 0.252 -0.191
C -2.4517 -0.9712 -3.2439 0.442 0.302 0.564
C -3.2021 0.0585 -3.8001 -0.550 1.036 -0.279
H -3.4329 2.2713 -3.9880 0.489 -1.187 0.530
H -2.5642 -2.0158 -3.5475 -0.163 0.470 0.035
H -4.0213 -0.1962 -4.5049 0.759 0.394 0.416
N -1.3553 0.6643 -1.8778 1.397 -1.083 0.406
P -0.6668 2.8991 -0.3465 -1.382 2.120 -0.477
P 0.1192 -2.5430 -0.2649 0.865 -1.529 -2.282
C -1.5575 3.1199 -2.0082 -0.140 -1.303 -0.182
H -0.8981 3.5482 -2.7750 -0.062 -0.269 0.251
H -2.4183 3.8102 -1.9566 0.388 -0.501 0.212
C -0.4224 -1.6940 -2.0424 -1.378 0.244 0.257
H -0.7626 -2.6033 -2.6331 0.742 1.445 0.671
C 1.1359 -3.9043 -1.3351 0.379 -0.115 0.108
C -0.4399 -3.5113 1.5167 -0.788 -0.057 1.629
C 1.0569 3.7070 -0.5029 -0.168 0.123 0.119
C -1.9574 3.7701 0.7564 0.753 -0.242 0.274
C 2.5939 -3.4542 -1.0306 0.254 -0.150 0.410
H 2.7886 -3.2582 0.0758 -0.212 -0.345 -1.352
H 3.3006 -4.2611 -1.3841 -0.577 0.966 0.323
H 2.7461 -2.4965 -1.5854 0.292 -0.998 0.756
C 0.7910 -5.3360 -0.9194 -0.032 0.020 0.235
H 0.8772 -5.5299 0.1579 0.043 -0.144 -0.647
H -0.2367 -5.5417 -1.2694 0.518 -0.210 0.270
H 1.4756 -6.0023 -1.4696 -0.226 0.143 0.283
C 0.9557 -3.9499 -2.9024 -0.222 0.750 0.862
H 1.7868 -4.5106 -3.3618 -0.224 0.201 0.403
H 0.0129 -4.4279 -3.2166 0.299 0.022 0.240
H 0.9356 -2.9369 -3.2934 0.469 -0.765 -0.161
C 0.8505 -3.9978 2.2570 0.441 0.177 -0.894
H 1.4938 -3.1604 2.5641 -0.264 -0.085 -0.118
H 0.5505 -4.5169 3.1868 -0.212 0.240 -0.519
H 1.4828 -4.6979 1.6877 -0.356 0.335 0.265
C -1.1509 -2.5251 2.4804 -0.083 0.393 -0.306
H -0.6156 -1.5657 2.6121 -0.154 -0.498 -0.106
H -2.1833 -2.3161 2.1566 0.502 -0.117 0.151
H -1.2134 -2.9835 3.4874 0.112 0.025 -0.595
C -1.4470 -4.6312 1.2034 0.300 -0.094 -0.792
H -1.0663 -5.4076 0.5255 -0.254 0.405 0.484
H -1.7089 -5.1295 2.1481 0.053 0.279 -0.108
H -2.3524 -4.2025 0.7608 0.040 -0.153 0.187
C -1.4809 3.6252 2.2129 -0.042 0.209 0.322
H -2.1017 4.2673 2.8527 0.123 -0.167 -0.090
H -1.5917 2.5962 2.5828 -0.052 0.147 -0.179
H -0.4363 3.9171 2.3859 -0.185 0.101 -0.194
C -3.3217 3.0727 0.6213 0.162 -0.077 -0.142
H -3.6394 2.9809 -0.4199 -0.139 0.044 0.107
H -3.3500 2.0849 1.0840 0.019 0.185 -0.065
H -4.0514 3.7068 1.1386 0.073 -0.214 -0.098
C -2.1208 5.2479 0.3319 0.034 0.008 0.220
H -3.1132 5.5782 0.6632 0.247 0.007 -0.053
H -1.3783 5.8994 0.8038 -0.199 -0.165 -0.206
H -2.0860 5.3856 -0.7557 0.015 0.099 0.288
C 1.5710 3.5104 -1.9395 -0.156 -0.053 0.093
H 0.9450 4.0065 -2.6934 0.365 -0.140 0.187
H 2.5809 3.9424 -1.9945 -0.268 -0.129 -0.041
H 1.6479 2.4305 -2.1531 -0.025 0.537 -0.012
C 2.0554 2.9743 0.4098 -0.203 0.016 0.100
H 2.1818 1.9246 0.1042 0.185 0.149 0.009
H 3.0335 3.4569 0.3042 -0.130 -0.098 0.005
H 1.7745 3.0005 1.4660 0.038 0.070 -0.109
C 1.0153 5.1868 -0.1245 0.145 0.101 -0.089
H 0.3438 5.7526 -0.7792 0.148 -0.029 0.198
H 0.7357 5.3376 0.9269 0.056 0.002 -0.336
H 2.0302 5.5855 -0.2601 -0.216 -0.003 0.040
Tc -0.0690 0.7355 -0.0513 -0.771 -2.157 -3.558
C -1.7204 0.1242 0.7648 -6.383 -0.645 3.467
O -2.7552 -0.2096 1.3061 6.368 1.775 -3.561
N 1.3346 -0.2596 -1.4512 -1.397 1.089 -0.159
C 0.8587 -0.8480 -2.4686 1.046 -1.346 0.734
C 1.6173 -0.7139 -3.8808 -0.186 -0.748 -0.256
C 1.2968 -1.6425 -5.0643 0.681 -0.663 -0.487
C 1.3250 0.6912 -4.3675 0.676 0.595 0.117
C 3.0855 -0.9077 -3.5202 0.601 0.600 -0.090
H 1.6881 -2.6752 -4.9619 -0.410 0.682 0.031
H 0.2469 -1.6607 -5.3311 -0.286 -0.086 -0.041
H 1.8546 -1.2691 -5.9588 -0.514 0.044 0.761
H 1.6715 1.3881 -3.6065 -0.155 0.155 -0.227
H 1.9097 0.8980 -5.2892 -0.550 -0.171 0.499
H 0.2589 0.8269 -4.5383 -0.076 0.153 -0.215
H 3.7659 -0.7188 -4.3755 -0.591 -0.046 0.317
H 3.3239 -0.1831 -2.7290 0.330 -0.382 -0.117
H 3.2644 -1.9327 -3.1865 0.128 0.286 -0.116
N 0.7792 0.5648 1.6102 2.117 -0.705 4.459
C 1.2289 0.3992 2.6869 -0.557 0.650 -0.679
C 1.6642 0.3161 4.0465 0.490 -0.309 -0.095
C 0.9175 0.9596 5.0578 0.255 -0.192 0.572
C 1.2801 0.8129 6.4039 0.430 -0.481 -0.485
C 2.4000 0.0109 6.7400 -0.413 0.362 -0.574
C 3.1711 -0.5852 5.7200 -0.224 0.030 -0.089
C 2.8281 -0.4325 4.3740 -0.457 0.254 0.516
H 0.0723 1.5714 4.7845 -0.170 0.015 0.025
H 0.6847 1.2897 7.1869 0.268 -0.137 -0.333
H 2.6713 -0.1270 7.7955 -0.105 0.044 -0.578
H 4.0333 -1.1976 5.9898 -0.214 0.278 -0.119
H 3.4291 -0.8570 3.5767 -0.031 -0.085 0.181
```
Forces are in eV/Å.

Okay, here come the Löwdin numbers, in e, for every atom: -0.2714 -0.2815 0.0373 0.0139 0.0173 0.1541 0.1374 0.1465 -0.0342 1.0581 1.3596 -0.1795 0.0922 0.0950 -0.2625 0.1046 -0.6039 -0.5541 -0.6644 -0.6520 -0.0944 0.0896 0.1226 0.0379 -0.0975 0.0571 0.0925 0.1153 -0.0856 0.1235 0.1091 0.0001 -0.0635 0.0786 0.1184 0.0724 -0.1106 0.0497 0.0736 0.1171 -0.0716 0.0588 0.1207 0.0962 -0.0853 0.1097 0.0664 0.0738 -0.0665 0.0804 0.0539 0.1111 -0.0650 0.1038 0.0831 0.0773 -0.0828 0.0851 0.1160 0.0405 -0.1121 0.0393 0.1128 0.0732 -0.0669 0.0926 0.0843 0.1105 1.0711 -0.1999 0.0901 0.0661 -0.3134 -0.5142 -0.0432 -0.0316 -0.0367 0.0862 0.0913 0.1199 0.0493 0.1239 0.0909 0.1236 0.0903 0.0718 -0.0373 -0.0169 -0.2100 -0.0043 -0.0172 0.0033 -0.0299 -0.0059 0.1136 0.1283 0.1344 0.1267 0.1222

# 2
The following is a quantum chemistry calculation of one molecule with the formula C5H8O2, from the Open Molecules 2025 dataset.

For the total energy, the calculation gives -345.70494 Ha. The HOMO energy is -8.23 eV. Its energy relative to the best compared isomer or geometry (same formula, charge and spin) is 62.8 kcal per mole. Its strongest force on any atom is 3.072 eV/Å. Its HOMO-LUMO gap is 9.01 eV. Its SMILES is CC1=C(O)[C@@H](O)C1. As for the total charge: 0. For the lowest unoccupied orbital energy, the calculation gives 0.8 eV.

Structure (XYZ):
```
15
Properties=species:S:1:pos:R:3:forces:R:3
C 2.0479 0.0817 0.4716 -0.069 -0.362 -0.378
C 0.6443 0.0717 -0.0599 0.015 -1.595 0.903
C -0.3225 -0.8874 -0.0221 1.278 1.970 -0.400
O -0.2178 -2.2112 0.0472 -0.347 -1.233 0.635
C -1.5075 -0.0797 -0.3794 1.519 2.187 -0.486
O -2.3667 0.3566 0.6453 0.094 0.147 -0.010
C -0.1282 1.1340 -0.7080 -2.810 -1.239 0.058
H 2.1133 -0.5074 1.3908 -0.057 0.110 -0.058
H 2.7343 -0.3916 -0.2377 0.121 0.208 0.009
H 2.3895 1.0998 0.6778 -0.031 -0.115 -0.077
H -1.0763 -2.5802 0.3045 0.280 -0.019 -0.052
H -2.1190 -0.4223 -1.2186 -0.018 0.150 0.001
H -1.9021 1.0451 1.1449 -0.146 -0.404 -0.061
H -0.1532 1.1591 -1.7946 0.466 0.207 -0.055
H -0.1358 2.1317 -0.2619 -0.294 -0.010 -0.028
```
Forces are in eV/Å.

Okay, here come the Löwdin numbers, in e, for every atom: -0.0404 -0.2636 -0.3216 0.0938 -0.1870 -0.0335 -0.0091 0.0790 0.0777 0.0745 0.1225 0.1349 0.0973 0.0849 0.0905